Model 1:
Computed, not measured: a gas-phase ion, C5H6NO (charge +1), with ωB97M-V/def2-TZVPD.

For the HOMO-LUMO gap (alpha / beta), the calculation gives 8.80 / 6.43 eV. The SMILES is CCc1cc#[n+]o1. The net charge is +1. For the lowest unoccupied orbital energy (alpha / beta), the calculation gives -7.3914 / -9.4494 eV. Its HOMO energy (alpha / beta) is -0.5951 / -0.5834 hartree.

Atoms and positions in Å:
C 1.7752 -0.1498 0.5187
C 0.5871 -0.5637 -0.5260
C -0.7380 -0.0459 -0.2265
C -1.3501 1.2270 -0.0277
C -2.6137 0.8001 0.2100
N -2.8794 -0.4035 0.2100
O -1.7672 -0.9900 -0.1228
H 1.2537 0.2697 1.4542
H 2.4295 0.6806 0.0874
H 2.5004 -0.9714 0.6847
H 0.4458 -1.6284 -0.5309
H 1.1109 -0.3463 -1.5056
H -0.7542 2.1214 -0.2254

Atomic partial charges in e from the Mulliken method, atoms 1 to 2:
1. C -0.97
2. C -0.32

Model 2:
Computed, not measured: a gas-phase ion, C5H6NO (charge +1), with ωB97M-V/def2-TZVPD.

For the HOMO-LUMO gap (alpha / beta), the calculation gives 7.76 / 7.76 eV. The net charge is +1. For the lowest unoccupied orbital energy (alpha / beta), the calculation gives -6.8071 / -6.8073 eV. Its HOMO energy (alpha / beta) is -0.5355 / -0.5355 hartree.

Atoms and positions in Å:
C -0.8656 1.5488 -0.2434
C -1.6489 0.5489 -0.2227
C 1.3222 0.3939 -0.1922
C -0.4912 -1.3587 -0.0635
C 0.4485 -0.4117 0.7355
N 0.2313 0.9655 0.5988
O -1.7826 -0.6904 -0.0450
H -0.7467 2.5736 -0.3691
H 2.1987 0.5649 0.3086
H 1.1553 0.4590 -1.2742
H -0.0435 -1.5395 -1.1053
H -0.7594 -2.3807 0.3039
H 0.9819 -0.6737 1.5686

Atomic partial charges in e from the Mulliken method, atoms 1 to 2:
1. C -0.23
2. C 0.49

Short version: model 2 is the most stable of them.

Model 1:
Computed, not measured: a single C11H13NO2 molecule, with ωB97M-V/def2-TZVPD.

For the HOMO-LUMO gap, the calculation gives 8.52 eV. The SMILES is O=C(O)Cc1ccc2c(c1)CCCN2. For the lowest unoccupied orbital energy, the calculation gives 0.8593 eV. Its HOMO energy is -0.2816 hartree.

Atoms and positions in Å:
O 3.2757 -1.6992 0.1696
C 3.3279 -0.4844 0.1160
O 3.9774 0.1810 1.0732
C 2.6443 0.3998 -0.8904
C 1.1553 0.6082 -0.5416
C 0.5902 1.8580 -0.2992
C -0.7472 1.9707 -0.0115
C -1.5799 0.8307 0.0709
C -1.0456 -0.4157 -0.1568
C 0.3312 -0.5025 -0.4667
C -1.9153 -1.6672 -0.1526
C -3.3804 -1.3437 -0.2946
C -3.7361 -0.1782 0.6697
N -2.9201 0.9745 0.3141
H 4.2724 -0.4645 1.7205
H 2.7460 -0.1039 -1.8660
H 3.1567 1.3631 -0.9597
H 1.2123 2.7811 -0.2599
H -1.1422 2.9783 0.0956
H 0.7632 -1.5056 -0.6081
H -1.7310 -2.2157 0.7808
H -1.6202 -2.3089 -0.9669
H -4.0000 -2.2229 -0.1029
H -3.5981 -0.9243 -1.3095
H -4.7828 0.1131 0.5777
H -3.5577 -0.4689 1.7240
H -3.1688 1.8491 0.7735

Atomic partial charges in e from the Mulliken method, atoms 1 to 2:
1. O -0.60
2. C 0.67

Model 2:
Computed, not measured: a single C11H13NO2 molecule, with ωB97M-V/def2-TZVPD.

For the HOMO-LUMO gap (alpha / beta), the calculation gives 7.79 / 7.55 eV. The SMILES is CC1=[N+]([O-])[C@@H](C)COc2ccccc21. For the lowest unoccupied orbital energy (alpha / beta), the calculation gives 0.4058 / -0.3217 eV. Its HOMO energy (alpha / beta) is -0.2715 / -0.2894 hartree.

Atoms and positions in Å:
C 1.9979 1.4599 -1.1110
C 0.6504 0.9125 -0.7095
N 0.2211 -0.0411 -1.8844
O 0.7828 -0.0388 -2.9817
C -1.0093 -0.7545 -1.8090
C -0.6143 -2.3072 -1.4840
C -2.1467 -0.1279 -1.0164
O -1.9693 -0.2699 0.4148
C -0.8445 0.1331 1.1078
C -1.0293 -0.0608 2.4685
C -0.0465 0.2771 3.3908
C 1.1101 0.8325 2.9360
C 1.3011 1.0328 1.5770
C 0.3609 0.6761 0.6190
H 2.2764 2.4424 -0.8632
H 2.0910 1.5409 -2.2754
H 2.8689 0.7706 -0.8951
H -1.3800 -0.8735 -2.8127
H 0.0885 -2.5576 -2.2896
H -1.5600 -2.9236 -1.3755
H -0.0239 -2.2383 -0.5978
H -2.2685 0.8847 -1.2160
H -3.0124 -0.7248 -1.1601
H -1.9809 -0.4729 2.6882
H -0.0546 0.0591 4.4234
H 1.9770 0.9984 3.6666
H 2.2141 1.3708 1.1892

Atomic partial charges in e from the Mulliken method, atoms 1 to 2:
1. C -1.76
2. C 0.56

Short version: model 1 is the most stable of them.

Model 1:
Computed, not measured: a molecular structure, C9H14INSi, with ωB97M-V/def2-TZVPD.

For the HOMO-LUMO gap, the calculation gives 8.49 eV. For the lowest unoccupied orbital energy, the calculation gives -0.1669 eV. Its HOMO energy is -0.3183 hartree.

Atoms and positions in Å:
C 0.2136 0.5303 1.8614
C -0.8138 1.0621 1.2168
C 0.4226 1.1055 -0.9231
C 1.2835 -0.0816 1.1714
C 1.4547 0.1303 -0.3055
C -1.0323 1.0286 -0.2372
C 1.0450 -1.1891 0.0562
C -1.7370 2.2579 -0.7465
C 1.9805 -2.2921 -0.0563
N -1.5682 -0.2230 -0.8527
Si -0.7909 -1.7031 -0.1683
I -3.7064 -0.3609 -0.6817
H 0.0218 0.3158 2.9123
H -1.4656 1.5951 1.8761
H 0.9277 2.0699 -0.9332
H 2.1778 -0.1006 1.9441
H 2.4592 0.2150 -0.7666
H -2.8224 2.2234 -0.5929
H -1.5987 2.3660 -1.7828
H -1.4092 3.1854 -0.3417
H 2.5248 -2.2468 -1.0164
H 1.5704 -3.3102 -0.1505
H 2.6797 -2.5816 0.7193
H 0.3954 0.7673 -2.0028
H -1.0157 -2.6970 -1.3315
H -1.1966 -2.0666 1.1321

Atomic partial charges in e from the Mulliken method, atoms 1 to 2:
1. C -0.80
2. C -0.78

Model 2:
Computed, not measured: a single C9H14INSi molecule, with ωB97M-V/def2-TZVPD.

For the HOMO-LUMO gap, the calculation gives 8.82 eV. The SMILES is Cc1ccccc1[C@H](C)[SiH2]NI. For the lowest unoccupied orbital energy, the calculation gives -0.0550 eV. Its HOMO energy is -0.3263 hartree.

Atoms and positions in Å:
C 0.4348 -1.5299 0.7281
C -0.8017 -0.5719 0.7497
C -2.0474 -1.0753 1.2139
C -3.1836 -0.4884 0.9150
C -3.2285 0.6883 0.1235
C -2.0034 1.2367 -0.2861
C -0.7169 0.5315 -0.0530
C 0.7041 0.9783 -0.6959
C 0.6422 0.1883 -1.9904
Si 2.2145 1.0000 0.5314
N 3.3627 -0.3217 0.4301
I 5.2627 -0.2558 -0.2047
H 0.1433 -2.5664 0.7766
H 1.1592 -1.3939 1.4914
H 0.9568 -1.5131 -0.2228
H -1.9783 -2.0255 1.7714
H -4.1612 -0.6897 1.3561
H -4.2606 1.1841 0.1137
H -1.9632 2.2279 -0.7559
H 0.4094 2.0358 -0.7808
H -0.1141 0.8206 -2.6597
H 0.0736 -0.6903 -1.8367
H 1.5794 0.0816 -2.6276
H 2.6629 2.3221 0.1107
H 1.7991 0.9904 1.9888
H 3.0541 -1.1636 -0.1868

Atomic partial charges in e from the Mulliken method, atoms 1 to 2:
1. C -1.70
2. C 1.46

Short version: model 2 is the most stable of them.

Model 1:
Computed, not measured: 2 unconnected molecules or ions with the total composition C11H12NO2, with ωB97M-V/def2-TZVPD.

For the HOMO-LUMO gap (alpha / beta), the calculation gives 8.07 / 3.56 eV. For the lowest unoccupied orbital energy (alpha / beta), the calculation gives 0.5011 / -4.0056 eV. Its expectation value of S² is 0.76. Its HOMO energy (alpha / beta) is -0.2782 / -0.2780 hartree. The spin multiplicity is 2.

Atoms and positions in Å:
C -1.9795 -1.7756 -2.3186
C -0.9586 0.0589 -1.0582
C 0.1720 -0.9364 0.6006
C -1.2188 -1.2251 -1.1889
C -0.5072 -1.9491 -0.2449
C 0.9791 -1.2604 1.7688
C 0.7792 -2.5427 2.2072
C -0.4534 -3.2138 0.2389
C 0.1085 -3.5848 1.3934
N -0.1014 0.2347 0.0705
H -0.0499 0.9791 0.5833
H -1.3097 1.0519 -1.4919
H 1.6150 -0.6375 2.4266
H -2.4162 -2.8168 -2.1072
H -1.1917 -1.9269 -3.0548
H 1.1012 -2.9640 3.1884
H -1.1509 -3.7861 -0.5079
H 0.1511 -4.5711 1.7945
H -2.7953 -1.1259 -2.3421
C 2.0727 3.8763 -0.1913
C 0.6667 3.5842 -0.2346
O 0.2056 2.6670 0.4947
O -0.0277 4.3065 -0.9767
H 2.4629 3.3240 -1.0711
H 2.6432 3.7804 0.6700
H 2.2638 5.0724 -0.5592

Atomic partial charges in e from the Mulliken method, atoms 1 to 2:
1. C -1.46
2. C -0.25

Model 2:
Computed, not measured: 2 unconnected molecules or ions with the total composition C11H12NO2, with ωB97M-V/def2-TZVPD.

For the HOMO-LUMO gap (alpha / beta), the calculation gives 7.19 / 4.04 eV. For the lowest unoccupied orbital energy (alpha / beta), the calculation gives -0.4767 / -3.5986 eV. Its expectation value of S² is 0.78. Its HOMO energy (alpha / beta) is -0.2818 / -0.2807 hartree. The spin multiplicity is 2.

Atoms and positions in Å:
C 3.0840 0.1209 -1.9607
C 3.8025 -0.7321 -0.8879
O 3.2097 -0.9726 0.2147
O 4.9223 -1.1138 -1.2158
H 3.1395 -0.1613 -3.0148
H 3.5215 1.1171 -1.9058
H 2.0024 0.0923 -1.8008
C -1.4337 2.6912 -0.1957
C 0.5864 1.0530 0.1734
C -0.4768 -0.7230 0.8889
C -0.8135 1.3837 0.1555
C -1.4831 0.2045 0.5274
C -0.8194 -2.0318 1.1066
C -2.1644 -2.3910 1.1779
C -2.8429 -0.0889 0.8312
C -3.1511 -1.3998 1.0642
N 0.7708 -0.1557 0.6421
H 1.7792 -0.5186 0.6425
H 1.3454 1.8199 0.0722
H -0.0608 -2.8043 0.9655
H -1.6699 2.7303 -1.2586
H -0.7075 3.4457 0.0649
H -2.4170 -3.4096 1.4126
H -3.5587 0.7116 0.6986
H -4.1924 -1.6605 1.2629
H -2.3724 2.7926 0.3390

Atomic partial charges in e from the Mulliken method, atoms 1 to 2:
1. C -0.74
2. C 0.61

Short version: model 2 is the most stable of them.

Model 1:
Computed, not measured: 2 unconnected molecules or ions with the total composition ClH2NO, with ωB97M-V/def2-TZVPD.

For the HOMO-LUMO gap (alpha / beta), the calculation gives 7.20 / 7.23 eV. For the lowest unoccupied orbital energy (alpha / beta), the calculation gives -2.6864 / -2.6827 eV. Its HOMO energy (alpha / beta) is -0.3634 / -0.3641 hartree.

Atoms and positions in Å:
N -0.0803 -0.1211 0.5053
O 0.9356 -2.0544 -0.0635
Cl 0.7204 -3.1739 1.0183
H 0.7560 0.3648 0.2563
H -0.7870 -0.3580 -0.1611

Atomic partial charges in e from the Mulliken method, atoms 1 to 2:
1. N -0.37
2. O -0.32

Model 2:
Computed, not measured: 2 unconnected molecules or ions with the total composition ClH2NO, with ωB97M-V/def2-TZVPD.

For the HOMO-LUMO gap (alpha / beta), the calculation gives 6.84 / 6.77 eV. For the lowest unoccupied orbital energy (alpha / beta), the calculation gives -3.1225 / -3.1041 eV. Its HOMO energy (alpha / beta) is -0.3661 / -0.3629 hartree.

Atoms and positions in Å:
N -0.6971 -0.6433 -0.8054
O 0.8003 1.2436 2.0136
Cl 0.3424 1.0412 0.5267
H -0.2120 -1.3200 -0.1691
H -0.2336 -0.3215 -1.5657

Atomic partial charges in e from the Mulliken method, atoms 1 to 2:
1. N -0.55
2. O -0.37

Short version: model 1 is the most stable of them.

Model 1:
Computed, not measured: 5 unconnected molecules or ions with the total composition H9O5, with ωB97M-V/def2-TZVPD.

For the HOMO-LUMO gap, the calculation gives 9.45 eV. The net charge is -1. For the lowest unoccupied orbital energy, the calculation gives 4.0708 eV. Its HOMO energy is -0.1977 hartree.

Atoms and positions in Å:
O -0.3269 -0.0404 1.1134
H -0.7237 0.4303 1.8512
O -1.3104 1.3610 -0.7226
H -2.1081 1.6037 -0.2771
H -0.8885 0.7350 -0.0136
O -1.6977 -1.7246 -0.7472
H -1.4089 -1.0519 -1.4036
H -1.1255 -1.4693 0.0187
O 2.0486 -1.1231 1.4299
H 1.0922 -0.8403 1.3957
H 2.5453 -0.3450 1.6231
O 1.3692 1.3133 -1.2197
H 0.5649 1.8476 -1.0976
H 1.2408 0.6951 -0.4859

Atomic partial charges in e from the Mulliken method, atoms 1 to 2:
1. O -1.01
2. H 0.10

Model 2:
Computed, not measured: 5 unconnected molecules or ions with the total composition H9O5, with ωB97M-V/def2-TZVPD.

For the HOMO-LUMO gap, the calculation gives 7.72 eV. The net charge is -1. For the lowest unoccupied orbital energy, the calculation gives 3.3981 eV. Its HOMO energy is -0.1590 hartree.

Atoms and positions in Å:
O -0.3767 1.1082 0.0297
H -0.2454 0.5975 -0.7817
O -0.2319 4.1033 -1.0180
H -0.0553 3.2573 -0.6015
H 0.6666 4.3619 -1.2442
O -0.3970 -1.2279 1.8359
H -0.7036 -1.0483 2.7238
H -0.2981 0.4284 0.7340
O -1.6071 -3.3415 1.1997
H -0.7571 -3.7592 1.0539
H -1.2119 -2.3764 1.3816
O 1.9199 -0.7067 -2.1156
H 1.7094 -1.4503 -1.5613
H 1.5883 0.0538 -1.6364

Atomic partial charges in e from the Mulliken method, atoms 1 to 2:
1. O -0.65
2. H 0.26

Short version: model 1 is the most stable of them.